Record 1
16
Properties=species:S:1:pos:R:3:forces:R:3 method="wB97M-V/def2-TZVPD" gap_ev=8.83 spin_multiplicity=1 de_lowest_kcal_mol=157.5 total_energy_ev=-10779.2144 homo_energy_ev=-8.25 lumo_energy_ev=0.57 charge=0
C 0.486 0.412 1.699 -0.1 0.0 0.0
C 1.000 0.711 -0.672 -0.1 0.1 0.0
N -1.270 -0.377 0.053 1.2 0.6 1.1
N 0.406 -0.115 0.353 -1.1 0.0 -0.4
N -1.252 -1.465 -0.785 -0.3 -0.3 -0.9
O -1.870 0.712 -0.541 0.5 -0.4 0.0
O -0.303 -2.340 -0.306 1.0 1.1 0.7
H -1.647 0.729 -1.492 0.1 -0.1 0.1
H 0.425 -1.460 0.151 -1.1 -1.0 -0.7
H -0.992 -1.191 -1.752 0.1 0.1 0.2
H 1.531 0.489 2.010 0.0 0.0 -0.1
H 2.089 0.714 -0.575 -0.1 -0.1 0.0
H 0.026 1.403 1.772 0.0 0.0 0.0
H -0.036 -0.271 2.367 0.0 0.0 0.0
H 0.643 1.747 -0.626 0.0 0.0 0.0
H 0.762 0.301 -1.658 0.0 0.0 0.0

***

Record 2
16
Properties=species:S:1:pos:R:3:forces:R:3 method="wB97M-V/def2-TZVPD" gap_ev=9.11 spin_multiplicity=1 de_lowest_kcal_mol=60.1 total_energy_ev=-10783.4341 homo_energy_ev=-8.36 lumo_energy_ev=0.75 charge=0
C 0.104 -0.458 0.476 0.0 -2.2 -2.5
C 0.226 0.815 -0.326 1.7 0.0 -1.4
N -1.148 -0.838 0.901 0.5 0.3 0.0
N 0.701 -1.476 -0.979 0.2 0.6 2.0
N -0.966 1.219 -0.992 -0.4 -0.2 0.3
O 1.035 -0.594 1.469 0.4 -0.3 -0.4
O 0.885 1.843 0.404 0.3 0.5 -0.1
H 1.898 -0.391 1.076 -0.1 0.0 0.1
H 0.704 1.874 1.352 -0.3 -0.4 -0.2
H 0.951 0.366 -1.125 -1.0 1.9 1.2
H -1.893 -0.166 0.785 -0.1 -0.8 0.2
H -1.182 -1.698 1.429 -0.6 0.5 0.0
H 0.002 -1.625 -1.703 -0.3 0.1 0.5
H 1.145 -2.366 -0.762 -0.4 0.0 0.3
H -0.786 1.953 -1.665 0.1 -0.1 0.1
H -1.676 1.542 -0.341 0.1 0.2 -0.1

***

Record 3
17
Properties=species:S:1:pos:R:3:forces:R:3 method="wB97M-V/def2-TZVPD" gap_ev=9.72 spin_multiplicity=1 de_lowest_kcal_mol=71.9 total_energy_ev=-12828.2736 smiles=CN(O)[C@@](N)([O-])[NH2+]O homo_energy_ev=-9.01 lumo_energy_ev=0.72 charge=0
C -1.734 -0.203 -0.782 0.2 -0.2 0.0
N -0.832 -0.027 0.342 0.4 0.1 0.1
C 0.836 -0.232 -0.076 -0.6 0.5 0.4
N 1.485 -0.866 1.003 0.0 0.3 -0.1
O -1.276 -0.743 1.483 0.2 0.0 -0.4
O 1.071 -0.526 -1.256 -0.1 0.1 0.1
H -1.318 -1.678 1.217 0.0 0.1 0.0
H 1.973 -1.696 0.697 -0.2 0.0 0.2
H 0.940 -0.940 1.852 0.1 -0.2 -0.1
H -1.734 -1.245 -1.125 0.0 0.0 0.0
H -1.373 0.419 -1.599 0.0 0.0 0.0
H -2.740 0.106 -0.500 0.1 0.0 0.0
N 0.936 1.425 0.186 -0.6 -0.5 -0.6
O 1.058 2.046 -1.077 -0.1 -0.2 0.5
H 1.205 1.256 -1.656 0.0 -0.1 0.1
H -0.238 1.228 0.535 1.0 0.2 -0.1
H 1.742 1.676 0.755 -0.2 0.0 0.0

***

Record 4
19
Properties=species:S:1:pos:R:3:forces:R:3 method="wB97M-V/def2-TZVPD" gap_ev="7.98 / 7.75" spin_multiplicity=3 de_lowest_kcal_mol=0.0 total_energy_ev=-32956.9435 homo_energy_ev="-4.43 / -5.16" lumo_energy_ev="3.55 / 2.59" charge=-1
C -1.161 1.843 0.205 -2.1 2.6 -1.0
C -0.602 0.641 0.775 -1.2 -1.8 -0.5
N -1.028 -0.828 -1.498 -1.2 0.3 -0.3
N -0.385 -2.355 0.407 -0.9 2.1 1.3
N 1.705 0.520 -0.711 0.2 1.0 0.3
O 2.674 -1.632 0.179 -0.6 1.6 0.6
O -2.745 -1.125 0.511 2.1 0.7 -0.1
O 3.656 0.597 0.846 0.8 0.1 0.9
P -1.279 -0.910 0.161 -2.3 -1.1 -1.4
S 2.462 -0.170 0.512 0.6 -1.2 -2.1
H -2.255 1.775 -0.170 1.4 -0.2 1.1
H -1.062 2.670 0.951 -0.5 -0.4 -0.4
H -0.720 2.334 -0.701 0.5 -0.9 0.4
H 0.341 0.688 1.216 0.8 0.1 1.0
H -0.063 -1.014 -1.701 0.4 0.4 -0.5
H -1.454 -0.063 -2.047 0.7 -0.7 0.7
H 0.590 -2.146 0.189 0.5 -0.4 0.3
H -0.510 -2.392 1.434 0.7 -0.8 -0.4
H 1.835 1.566 -0.558 -0.2 -1.6 -0.2

***

Record 5
15
Properties=species:S:1:pos:R:3:forces:R:3 method="wB97M-V/def2-TZVPD" gap_ev="7.53 / 7.55" spin_multiplicity=1 de_lowest_kcal_mol=47.3 total_energy_ev=-15969.9047 homo_energy_ev="-12.00 / -12.02" lumo_energy_ev="-4.47 / -4.47" charge=+1
C -0.392 0.964 0.752 -1.6 0.5 -3.1
C -0.449 -1.347 -0.051 4.3 -0.9 -0.3
N -0.280 1.813 1.803 0.0 -2.7 -1.6
N -0.811 1.387 -0.510 1.3 -5.0 -0.4
N -0.221 -0.359 0.877 -0.6 1.8 -0.2
P 1.566 -1.114 -1.870 -0.2 -1.4 1.0
H -0.302 -2.340 0.304 0.1 -0.4 0.4
H -1.111 -1.268 -0.802 -2.6 0.7 -2.0
H -0.291 2.762 1.519 0.3 1.0 0.8
H 0.087 1.372 2.645 -0.1 1.2 0.0
H -1.066 2.290 -0.746 -0.4 2.0 -0.1
H -0.793 0.661 -1.404 0.2 2.6 3.5
H 0.223 -0.614 1.701 0.9 -0.9 1.6
H 2.599 -2.069 -1.378 -1.0 1.0 0.1
H 1.243 -2.137 -2.840 -0.3 0.5 0.4

***

Record 6
15
Properties=species:S:1:pos:R:3:forces:R:3 method="wB97M-V/def2-TZVPD" gap_ev=10.55 spin_multiplicity=1 de_lowest_kcal_mol=90.2 total_energy_ev=-8170.9130 smiles=NN1C[C@]1(N)[NH3+] homo_energy_ev=-13.96 lumo_energy_ev=-3.42 charge=+1
C -0.456 0.606 1.158 0.3 -0.3 -0.6
C 0.193 -0.165 0.039 0.7 2.9 0.2
N -0.951 0.612 -0.231 -1.0 -1.3 0.1
N 0.522 -1.471 0.142 -2.8 0.9 -1.0
N -2.090 -0.095 -0.656 -0.3 1.7 -2.8
N 1.409 0.609 -0.726 1.0 -0.4 -1.6
H -0.860 -0.076 1.920 -0.1 0.5 -0.4
H -0.105 1.576 1.435 0.2 0.3 0.5
H 0.242 -2.203 -0.436 -0.6 -0.9 -1.3
H 1.313 -1.576 0.634 3.1 -1.2 2.4
H -2.908 0.488 -0.927 1.5 0.3 -0.1
H -2.484 -0.595 0.040 -1.0 -2.5 3.1
H 2.138 1.103 -0.176 -0.4 -0.8 0.0
H 1.127 1.316 -1.441 -0.5 -0.6 0.7
H 1.824 -0.186 -1.291 0.0 1.3 0.8

***

Record 7
16
Properties=species:S:1:pos:R:3:forces:R:3 method="wB97M-V/def2-TZVPD" gap_ev=10.93 spin_multiplicity=1 de_lowest_kcal_mol=49.6 total_energy_ev=-10221.1008 homo_energy_ev=-13.79 lumo_energy_ev=-2.86 charge=+1
C 1.668 -0.172 0.020 0.4 1.4 1.0
C -1.992 -0.085 -0.048 -0.9 2.3 0.0
N 2.903 0.383 0.294 -1.2 -1.5 -1.2
N 0.561 0.509 0.118 0.9 1.0 -0.1
N -2.861 0.874 -0.265 -0.9 0.5 0.1
N 1.598 -1.489 -0.288 -2.4 1.1 0.4
O -2.444 -1.173 0.403 1.1 -3.0 0.8
H 0.630 -1.596 -0.649 1.3 -0.9 0.1
H 2.996 1.287 0.667 -0.4 1.3 0.3
H 3.477 -0.248 0.781 1.2 -0.9 0.4
H 0.746 1.495 0.287 -0.2 -0.2 0.3
H -0.678 0.188 0.035 0.0 -0.5 -0.8
H -2.557 1.772 -0.573 0.5 0.4 -0.3
H -3.877 0.871 -0.082 0.7 -0.6 -0.1
H 2.324 -1.814 -0.855 1.1 -0.8 -0.9
H -3.319 -1.286 0.758 -1.1 0.4 -0.1

***

Record 8
18
Properties=species:S:1:pos:R:3:forces:R:3 method="wB97M-V/def2-TZVPD" gap_ev=8.14 spin_multiplicity=1 de_lowest_kcal_mol=42.3 total_energy_ev=-36044.2818 homo_energy_ev=-7.92 lumo_energy_ev=0.23 charge=0
C 2.119 0.695 0.227 1.2 0.0 0.3
C 0.382 -0.175 1.678 -2.4 -1.2 -1.9
N -1.810 0.091 -0.475 -2.1 -0.6 1.8
N -0.080 -0.604 -2.017 3.0 0.0 1.5
N 1.252 -1.447 -0.101 1.4 -1.1 0.2
N 0.943 -0.147 0.244 -1.2 1.4 1.8
P -0.540 0.739 -0.922 2.6 0.1 -1.4
P -3.236 0.645 0.238 0.5 -0.7 0.1
P 0.952 -1.841 -1.587 -1.4 0.4 -0.3
H 2.754 0.461 1.076 0.0 0.1 0.4
H 2.784 0.559 -0.610 -0.3 -0.3 -0.7
H 1.820 1.720 0.233 -0.3 0.7 0.2
H 1.159 -0.563 2.319 0.0 -0.6 0.1
H 0.067 0.810 2.092 0.2 -0.5 -0.9
H -0.575 -0.879 1.462 2.3 1.6 1.3
H -0.573 -0.701 -2.833 -1.4 -0.1 -2.3
H -3.791 -0.607 -0.079 -1.1 0.1 0.2
H -3.627 1.245 -0.945 -1.0 0.5 -0.4